Molecular formula: C27H65KN12
Method: DFT, wB97M-V/def2-TZVPD

The value obtained for the HOMO-LUMO gap (spin up / spin down) is 3.66 / 3.66 eV. The value obtained for the total energy is -2323.02030 hartree.

Geometry as ORCA input:
```
! wB97M-V def2-TZVPD RIJCOSX def2/J DEFGRID3
* xyz 0 1
K 0.00000 0.00000 0.00000
C -5.62300 0.83670 -0.23770
N -4.58350 -0.06270 -0.72970
C -4.90310 -1.47390 -0.58100
C -3.27630 0.37490 -0.58250
N -2.45780 0.13680 0.37930
C -2.79980 -0.70040 1.51110
C -1.84090 -0.33440 2.64690
N -0.45590 -0.27600 2.16280
C 0.16330 -1.60530 2.05880
C 0.74480 -1.86890 0.66270
N -0.26450 -2.46970 -0.20190
C -0.10110 -3.64870 -0.69370
N 0.90890 -4.55180 -0.41200
C 0.97880 -5.13490 0.92200
C 1.42660 -5.41900 -1.46450
N -0.99230 -4.11350 -1.65150
C -1.49090 -3.10330 -2.59240
C -2.05610 -4.98600 -1.15860
C 0.33500 0.67090 2.96960
C 1.66580 1.11510 2.33490
N 1.41970 2.11460 1.28690
C 2.45100 2.74560 0.82500
N 2.29530 3.80770 -0.05530
C 0.98960 4.47010 -0.06970
C 2.86940 3.66760 -1.39260
N 3.76810 2.50950 1.16990
C 4.65110 3.60920 1.52350
C 4.42620 1.29270 0.72060
N -2.86890 1.20060 -1.62650
C -1.46720 1.63260 -1.60930
C -3.43550 1.06140 -2.95990
H -5.67190 0.81320 0.85600
H -6.60110 0.54560 -0.63520
H -5.43510 1.86880 -0.55270
H -5.75860 -1.72660 -1.21670
H -5.16830 -1.72670 0.45010
H -4.06960 -2.10760 -0.89570
H -2.68770 -1.75780 1.25000
H -3.82240 -0.53000 1.86270
H -1.95460 -1.01640 3.49840
H -2.15700 0.65560 3.00270
H -0.54760 -2.40330 2.30960
H 0.97090 -1.70640 2.79570
H 1.64770 -2.48140 0.75880
H 1.08190 -0.93480 0.19800
H 0.58220 -4.46650 1.69060
H 2.01830 -5.35960 1.18300
H 0.40260 -6.06550 0.96360
H 1.55280 -4.86450 -2.40100
H 0.75990 -6.26950 -1.64190
H 2.41190 -5.80940 -1.18730
H -0.65460 -2.55690 -3.04260
H -2.15480 -2.38560 -2.10200
H -2.04090 -3.58290 -3.40920
H -1.64500 -5.82050 -0.58140
H -2.61900 -5.41640 -1.99370
H -2.75090 -4.43140 -0.51830
H 0.53490 0.23190 3.95600
H -0.24650 1.58480 3.15050
H 2.21010 0.25060 1.94640
H 2.27210 1.56020 3.13450
H 0.63980 4.67010 0.94900
H 0.24520 3.86290 -0.59110
H 1.06070 5.43720 -0.57920
H 3.92500 3.38290 -1.35630
H 2.81470 4.61610 -1.93780
H 2.32760 2.90680 -1.96510
H 4.10910 4.38400 2.07670
H 5.10000 4.06150 0.63380
H 5.46000 3.25440 2.17150
H 3.72580 0.59530 0.24910
H 4.89610 0.78570 1.56920
H 5.20210 1.52370 -0.01730
H -1.19770 2.05120 -0.63420
H -1.29300 2.42220 -2.34820
H -0.80040 0.79380 -1.83670
H -4.52380 1.17960 -2.95240
H -3.18850 0.08110 -3.38150
H -3.04750 1.82980 -3.63760
C 2.55880 1.43210 0.16730
N 2.42140 0.00000 -0.08470
C 3.41040 -0.75280 0.68580
C 2.53440 -0.32610 -1.52660
C 1.52640 0.32710 -2.53410
N 0.08470 0.00000 -2.42130
C -0.68640 0.75300 -3.40970
C -0.16630 -1.43210 -2.55970
H 3.50980 1.82740 -0.20760
H 2.50220 1.64180 1.24150
H 1.74020 1.99470 -0.29220
H 4.43770 -0.49820 0.40160
H 3.26980 -1.83050 0.54540
H 3.29150 -0.56130 1.75820
H 2.46670 -1.41430 -1.64620
H 3.54290 -0.05400 -1.87000
H 1.86990 0.05600 -3.54280
H 1.64530 1.41530 -2.46570
H -0.40200 0.49920 -4.43720
H -0.54670 1.83060 -3.26840
H -1.75860 0.56060 -3.29090
H 0.20880 -1.82660 -3.51090
H -1.24040 -1.64270 -2.50310
H 0.29360 -1.99500 -1.74140
H 0.00000 2.27130 0.00000
*
```